(1)
The following is a DFT calculation (wB97M-V/def2-TZVPD) of a molecular structure, C18H21Cl2F3N6O2PbS.

E in eV: -81320.25946
LUMO level in eV: 4.7
Strongest force on any atom in eV Å⁻¹: 1.469
Kohn-Sham gap in eV: 4.52

```
! wB97M-V def2-TZVPD RIJCOSX def2/J DEFGRID3
* xyz -2 1
Pb 0.19224 -0.00884 0.06710
Cl 2.06698 -0.20848 2.97634
Cl -0.25337 -1.96199 2.84738
S 1.90841 2.95951 1.34905
F -2.44498 -5.82225 -4.97279
F -3.71317 -4.20805 -5.66575
F -4.14594 -5.19897 -3.79230
O -1.82693 -0.74174 0.05066
O 2.51808 -0.24432 -2.05274
N 1.27681 3.53816 3.90237
N -1.54263 1.90183 -1.27879
N 3.46534 -1.69801 -3.47648
N -0.61372 -1.91857 -2.62312
N -0.95952 2.32092 1.43478
N -0.48425 2.85992 2.61522
C -1.65818 -2.40586 -1.92280
C -2.25520 -3.73873 -3.85036
C 1.22056 -1.56813 3.73875
C -2.02906 1.50207 -2.45152
C -1.18931 -3.20936 -4.56191
C -2.04854 4.49442 1.22516
C 2.79716 -1.39916 -2.29442
C 2.45499 -2.63128 -1.45930
C -3.13888 -4.73434 -4.55552
C 1.85498 -2.41877 -0.09018
C 0.78850 3.09090 2.64550
C -4.18587 2.37154 -1.98331
C -0.39272 -2.30309 -3.87772
C -2.49420 -3.36268 -2.55053
C -3.69386 2.81124 -0.77620
C -2.35162 2.56142 -0.44669
C -3.33052 1.71164 -2.85845
C -1.75818 3.08146 0.79150
H -0.99060 -3.49611 -5.58634
H -4.33317 3.32343 -0.06749
H -2.51838 4.50892 2.21228
H -1.33325 0.95417 -3.07953
H 0.48190 -1.86506 -4.35525
H 2.63543 -2.27076 0.66700
H -2.68134 5.01355 0.50471
H 0.74583 3.11422 4.65345
H 3.82948 -0.92113 -3.99901
H -3.67045 1.35038 -3.82020
H 1.87601 -2.43260 3.73912
H 1.74482 -3.17821 -2.09420
H -1.82054 -1.76253 -0.86563
H 1.25829 -3.28947 0.16635
H 2.26246 3.33022 3.96395
H 0.95990 -1.28884 4.75391
H 3.37514 -3.26038 -1.51260
H 3.87810 -2.60449 -3.59822
H -1.10079 5.02593 1.32865
H -3.33271 -3.77713 -2.00583
H -5.22561 2.53290 -2.24586
*
```

=====

(2)
The following is a DFT calculation (wB97M-V/def2-TZVPD) of a molecular structure, C18H21ClN2O2S.

E in eV: -49424.59328
LUMO level in eV: -1.4
Strongest force on any atom in eV Å⁻¹: 18.179
Kohn-Sham gap in eV: 6.72

```
! wB97M-V def2-TZVPD RIJCOSX def2/J DEFGRID3
* xyz 0 1
Cl 0.09013 -4.90160 -0.80221
S 2.53832 0.01783 -2.03570
O 2.12008 1.59596 0.81981
O 0.54927 -2.63864 3.20857
N 1.28616 -0.49810 1.19024
N -2.10530 0.49612 -0.90543
C 0.54548 -1.21546 3.43929
C -0.89717 3.95060 -1.00207
C -1.63483 -3.25568 -0.43121
C -1.15174 1.43817 -1.31912
C 1.91717 0.47085 0.56589
C -1.55493 -0.88373 -1.03927
C 0.81859 2.53672 -1.99837
C -0.07125 3.88272 -2.27877
C 0.43858 -0.31049 2.05554
C 0.09215 1.36271 -1.56857
C -2.33765 -1.87821 -0.57595
C 0.49570 -2.32261 -1.35149
C -0.20044 -0.87854 -1.20955
C -2.02882 2.71706 -1.37986
C -0.48526 -3.32992 -0.84341
C 0.69851 0.01239 -1.85098
C 3.20076 -0.13098 -0.37606
C -0.87932 -3.07080 2.96218
H 1.66334 2.76440 -1.21603
H -0.26966 -0.84348 4.15788
H 0.67836 4.66732 -2.25657
H -2.04834 -4.00702 -0.17913
H -0.67307 -4.23211 2.69526
H 1.33539 -0.81048 4.00042
H -1.25329 -2.42569 2.11034
H -1.55638 4.90013 -1.30847
H -3.25246 -1.79124 -0.22133
H 1.51000 -1.48802 1.14516
H 3.41208 -1.09769 0.03255
H 3.99180 0.38590 -0.40847
H 1.63008 2.37025 -2.77205
H -2.49365 2.72977 -0.42082
H -0.81659 -0.40011 1.83277
H -0.43565 3.96350 0.02416
H 0.46691 0.98621 2.66346
H -1.45255 -2.94829 3.71439
H 1.41926 -2.48368 -1.49864
H -0.49602 3.68597 -3.34768
H -2.80377 2.90801 -2.02071
*
```

=====

(3)
The following is a DFT calculation (wB97M-V/def2-TZVPD) of a single C18H21F3N2O4 molecule.

SMILES string: CCOC(=O)[C@@H]1[C@H](C(=O)Nc2cccc(C(F)(F)F)c2)[C@@H]1C(=O)NC(C)C
E in eV: -38331.21046
LUMO level in eV: 0.4
Strongest force on any atom in eV Å⁻¹: 0.654
Kohn-Sham gap in eV: 9.47

```
! wB97M-V def2-TZVPD RIJCOSX def2/J DEFGRID3
* xyz 0 1
F 2.45610 6.63339 -0.96540
F 0.72979 6.00540 0.15323
F 2.64608 6.12459 1.11536
O -2.61078 0.23869 1.75652
O -0.97125 0.11211 0.21703
O -1.80752 -2.94359 0.66044
O 2.17532 -0.91551 0.14757
N 0.29662 -2.94147 -0.20318
N 1.56301 1.06896 1.09048
C 1.82843 3.35403 0.46916
C 2.06333 2.00974 0.19224
C -3.57268 0.61443 0.76425
C 2.04132 5.76550 -0.03568
C -0.62068 -2.68525 0.73528
C -0.03546 -3.41391 -1.54499
C 3.03058 3.99197 -1.52440
C -0.95409 -2.42089 -2.25503
C 2.31179 4.33082 -0.38759
C 3.25675 2.65256 -1.79371
C 2.78456 1.66523 -0.94949
C -1.39563 -0.07941 1.33176
C -0.59698 -0.72008 2.41797
C -0.66178 -4.80471 -1.47774
C -0.07797 -2.09446 2.03287
C 0.87161 -0.94488 2.15849
C 1.57301 -0.28780 0.99302
C -4.39392 -0.60204 0.36388
H 1.00723 1.46028 1.83952
H 1.20849 -2.51252 -0.09473
H -4.98871 -0.94906 1.20463
H 3.81108 2.37400 -2.67621
H -1.08068 -2.70394 -3.29656
H 0.91739 -3.47266 -2.08208
H -5.05258 -0.34810 -0.46144
H 3.40086 4.76129 -2.18289
H -0.05879 -2.83606 2.82443
H -0.87165 -5.16538 -2.48102
H -0.53335 -1.41924 -2.20420
H -1.92600 -2.41074 -1.77024
H -1.58973 -4.76177 -0.91511
H -3.04235 1.02799 -0.09939
H 1.51323 -0.95378 3.03620
H 2.96405 0.62657 -1.16920
H 0.01433 -5.50137 -0.98736
H 1.26742 3.64325 1.34635
H -0.96850 -0.54988 3.41910
H -3.72856 -1.40814 0.06156
H -4.19274 1.38583 1.22631
*
```

=====

(4)
The following is a DFT calculation (wB97M-V/def2-TZVPD) of a molecular structure, C18H21MnN4S4.

E in eV: -99631.45810
LUMO level (alpha / beta) in eV: 2.5 / 2.5
Strongest force on any atom in eV Å⁻¹: 0.926
Kohn-Sham gap (alpha / beta) in eV: 6.19 / 6.33

```
! wB97M-V def2-TZVPD RIJCOSX def2/J DEFGRID3
* xyz -1 2
Mn 0.06265 -0.06499 -0.19906
S 3.56854 0.01519 2.75799
S 0.04211 -0.07013 -2.59821
S -1.34601 -1.90561 -0.21886
S 0.52071 0.04311 2.74563
N -2.19341 3.82906 -0.06622
N 2.09949 -0.11968 0.63311
N 0.06869 3.59540 -0.56106
N -1.13722 1.74453 0.18357
C 4.36872 -0.03988 1.20721
C -2.66711 -3.59204 -3.62253
C 5.16009 -0.10949 -1.43239
C -1.59927 -2.21466 -1.92885
C -0.00852 4.26824 -1.85374
C -2.08742 -2.82008 -4.62169
C -1.27057 -1.75650 -4.27780
C 5.72297 -0.01001 0.91488
C -2.04376 5.20728 0.36828
C -1.10015 2.98712 -0.11991
C 3.80638 -0.14653 -1.14360
C 1.28812 2.81738 -0.40737
C 3.40153 -0.10764 0.18938
C 1.98578 -0.03639 1.94160
C 6.11274 -0.04236 -0.41662
C -1.01046 -1.43507 -2.94188
C -2.42185 -3.28570 -2.29509
C -3.50533 3.25208 0.12014
H 3.05326 -0.21582 -1.92101
H -1.00204 5.41408 0.59414
H 1.34349 1.98550 -1.12190
H -0.81049 -1.14631 -5.04650
H -2.38404 5.90777 -0.40136
H -4.25193 3.98013 -0.19864
H -2.63674 5.37813 1.27218
H 7.16651 -0.01401 -0.66594
H -2.26592 -3.04290 -5.66795
H -2.00870 1.45580 0.60902
H 2.14380 3.47077 -0.57791
H 1.33994 2.41764 0.60442
H 0.05473 3.54548 -2.67634
H 0.82152 4.97094 -1.94012
H 6.45654 0.03266 1.71043
H -3.70954 2.98929 1.16672
H -3.30622 -4.43139 -3.87334
H -0.94396 4.81539 -1.94360
H -2.86579 -3.87624 -1.50223
H 5.48424 -0.14126 -2.46536
H -3.60894 2.35962 -0.49613
*
```

=====

(5)
The following is a DFT calculation (wB97M-V/def2-TZVPD) of 2 unconnected molecules or ions with the total composition C18H21N2.

E in eV: -21980.44458
LUMO level in eV: -4.7
Strongest force on any atom in eV Å⁻¹: 2.287
Kohn-Sham gap in eV: 6.88

```
! wB97M-V def2-TZVPD RIJCOSX def2/J DEFGRID3
* xyz 1 1
N -0.49309 0.62555 3.65863
N 4.24041 0.93334 0.69099
C -2.86119 1.45322 3.49626
C -1.95462 2.59217 1.05910
C 1.15851 3.76966 -2.45824
C -3.73138 2.21322 2.69794
C 1.18179 1.59185 0.60748
C -3.27396 2.78564 1.50182
C -0.51509 0.01847 4.97979
C 0.80994 2.13619 -0.66748
C -0.72489 2.25866 -2.56901
C -0.02757 3.35776 -3.08823
C -0.33406 1.67315 -1.37379
C 5.29433 0.63625 -0.27317
C -1.56582 1.26983 3.02694
C -1.09868 1.78457 1.79246
C 0.61361 0.67996 2.87167
C 0.30659 1.36265 1.66222
C 1.58719 3.15548 -1.28848
C -0.55024 4.05788 -4.30752
H -0.66695 3.35777 -5.14507
H -1.59765 3.06526 0.14910
H -3.95309 3.38769 0.89827
H 0.22632 0.50283 5.63234
H -4.76248 2.37662 3.01063
H -3.17118 1.01670 4.44388
H -1.60514 1.88868 -3.09953
H 5.69102 1.56364 -0.69832
H -1.54152 4.49299 -4.12255
H -1.50935 0.12850 5.42069
H 1.73442 4.59670 -2.88608
H 2.50140 3.48070 -0.78312
H 1.55843 0.23950 3.18014
H 4.90941 0.01346 -1.08195
H 2.22972 1.34148 0.77442
H 6.11609 0.09158 0.20382
H 4.38341 0.38074 1.53138
H -0.25681 -1.04931 4.92363
H 4.31157 1.91197 0.95303
H -0.90839 0.84130 -0.96184
H 0.11833 4.86921 -4.61278
*
```